1.
The following is a quantum chemistry calculation of C4H5Cl2FO in the gas phase, from the Open Molecules 2025 dataset.

Structure (XYZ):
```
13
C4H5Cl2FO ωB97M-V with the def2-TZVPD basis set
O -1.65146 -0.47356 -0.52682
C -0.83122 -0.37882 0.65682
C -0.11238 0.94563 1.01756
C 0.61289 -0.17271 0.29126
F 1.48117 -0.77362 1.13035
C 0.90496 -0.21079 -1.15899
Cl 2.28389 0.82716 -1.56509
Cl 1.13534 -1.84454 -1.86674
H -2.52410 -0.19306 -0.26666
H -1.01906 -1.04889 1.47306
H 0.15762 1.33173 2.04270
H -0.44333 1.75376 0.31295
H 0.00569 0.23773 -1.54039
```

The value obtained for the energy above the lowest of the compared OMol25 structures with the same formula, charge and spin is 0.998 eV. The calculated total energy is -34037.342 eV.

2.
The following is a quantum chemistry calculation of C4H5Cl2FS in the gas phase, from the Open Molecules 2025 dataset.

Structure (XYZ):
```
13
C4H5Cl2FS ωB97M-V with the def2-TZVPD basis set
C 0.36109 2.56709 0.91491
S 0.54649 1.63924 -0.51743
C 0.66780 -0.05032 -0.17378
C 1.97258 -0.42594 -0.12247
F 2.51385 -1.58605 0.21488
C -0.44850 -0.97057 0.12991
Cl -1.52071 -0.27189 1.29658
Cl -1.41105 -1.22843 -1.40819
H -0.38456 3.55931 0.60582
H 1.35412 2.94598 1.53102
H -0.24233 1.89588 1.60770
H 2.62965 0.40789 -0.37750
H -0.20335 -1.97836 0.38392
```

The value obtained for the energy above the lowest of the compared OMol25 structures with the same formula, charge and spin is 1.644 eV. The calculated total energy is -42824.532 eV.